1.
{
  "formula": "C11H14BeN2OP",
  "method": "wB97M-V/def2-TZVPD",
  "species": ["C", "C", "C", "C", "C", "Be", "P", "H", "H", "H", "H", "H", "H", "H", "H", "N", "C", "O", "C", "C", "C", "N", "C", "C", "H", "H", "H", "H", "H", "H"],
  "positions_angstrom": [[-3.04738, 1.82838, -0.34820], [-2.74555, 2.93587, -1.17008], [-1.65347, 3.66165, -0.58276], [-1.28997, 3.00952, 0.61177], [-2.10216, 1.80627, 0.76640], [-1.58697, -0.08639, 0.13926], [-2.77243, -1.56835, -0.89710], [-3.88428, 1.13490, -0.46059], [-3.23451, 3.17406, -2.11398], [-1.20549, 4.55958, -0.99768], [-2.29724, 1.35742, 1.74662], [-0.51596, 3.31718, 1.31621], [-1.99693, -2.13406, -1.96539], [-4.00113, -1.30134, -1.59451], [-3.12176, -2.75431, -0.17983], [4.35173, -2.73179, 1.02101], [4.04041, -1.75647, 0.10464], [4.81895, -1.39496, -0.76803], [2.68239, -1.15041, 0.25720], [1.81236, -1.49270, 1.30481], [0.48654, -1.09622, 1.25326], [0.01850, -0.32678, 0.23188], [0.88503, 0.14049, -0.71505], [2.21823, -0.23709, -0.70874], [5.20078, -3.24900, 0.86456], [3.67579, -3.13547, 1.64838], [2.13195, -2.08520, 2.16639], [-0.22741, -1.39705, 2.02274], [0.47752, 0.81550, -1.47228], [2.88245, 0.15677, -1.48089]],
  "nbo_charge": [-0.36, -0.33, -0.30, -0.26, -0.65, 1.31, -0.17, 0.20, 0.19, 0.20, 0.23, 0.20, 0.01, -0.02, 0.00, -0.86, 0.63, -0.70, -0.34, -0.23, -0.08, -0.93, -0.08, -0.19, 0.38, 0.38, 0.18, 0.17, 0.20, 0.22],
  "total_charge": -1,
  "homo_lumo_gap_ev": [3.388, 3.117]
}

=====

2.
{
  "formula": "C10H8INO2",
  "method": "wB97M-V/def2-TZVPD",
  "species": ["C", "O", "C", "O", "C", "I", "N", "C", "C", "C", "C", "C", "C", "C", "H", "H", "H", "H", "H", "H", "H", "H"],
  "positions_angstrom": [[-3.24940, -2.18584, 1.27134], [-2.11751, -2.02660, 0.48082], [-2.47106, -1.92975, -0.88495], [-3.58134, -2.15554, -1.25951], [-1.30028, -1.79106, -1.76206], [-2.04122, -1.62764, -3.76838], [-0.04972, -2.67130, -1.44400], [0.10046, -1.43540, -1.39406], [0.92408, -0.32516, -1.12029], [0.41846, 0.93718, -1.46731], [1.22116, 2.02858, -1.55740], [2.57397, 1.94964, -1.19754], [3.02657, 0.72926, -0.69742], [2.23422, -0.38600, -0.62693], [-3.32381, -3.14209, 1.67380], [-4.19091, -2.37040, 0.79301], [-3.49663, -1.48498, 2.05973], [-0.67224, 0.92603, -1.67405], [0.75486, 3.04296, -1.69854], [3.32357, 2.90510, -1.19985], [4.14175, 0.69539, -0.45284], [2.61078, -1.26986, -0.22981]],
  "nbo_charge": [-0.30, -0.51, 0.73, -0.55, -0.21, 0.12, -0.24, 0.28, -0.15, -0.15, -0.23, -0.16, -0.22, -0.15, 0.19, 0.22, 0.19, 0.23, 0.23, 0.24, 0.23, 0.22],
  "relative_energy_kj_mol": 157.2,
  "smiles": "COC(=O)[C@]1(I)N=C1c1ccccc1",
  "total_charge": 0,
  "homo_lumo_gap_ev": 8.766
}

=====

3.
{
  "formula": "C6H10OSSi",
  "method": "wB97M-V/def2-TZVPD",
  "species": ["C", "C", "Si", "C", "C", "C", "C", "S", "O", "H", "H", "H", "H", "H", "H", "H", "H", "H", "H"],
  "positions_angstrom": [[0.36231, -2.68749, -0.54808], [-0.40139, -1.84925, 0.17478], [-0.21596, 0.01373, -0.00136], [0.51745, 0.55545, 1.61106], [0.56888, 1.71464, 2.18451], [0.90633, 0.49024, -1.40371], [1.59047, 1.61524, -1.48178], [-2.39198, 1.02956, -0.24211], [-3.51638, -0.26937, -0.31887], [0.55115, -3.85243, -0.47163], [0.98302, -2.20111, -1.30692], [-1.26543, -2.16826, 0.87084], [1.01465, -0.31616, 1.99029], [1.10616, 1.68451, 3.16988], [-0.26348, 2.41611, 2.13108], [0.90744, -0.35177, -2.02829], [1.99461, 1.96522, -2.42697], [1.54322, 2.48735, -0.80395], [-3.99108, -0.27621, -1.09878]],
  "nbo_charge": [-0.35, -0.67, 1.43, -0.65, -0.36, -0.67, -0.31, 0.08, -0.85, 0.22, 0.18, 0.25, 0.22, 0.19, 0.21, 0.21, 0.19, 0.20, 0.47],
  "relative_energy_kj_mol": 355.3,
  "smiles": "C=C[Si](C=C)(C=C)SO",
  "total_charge": 0,
  "homo_lumo_gap_ev": 9.124
}